[1]
63
Properties=species:S:1:pos:R:3:forces:R:3:nbo_charge:R:1 method="wB97M-V/def2-TZVPD" homo_lumo_gap_ev="6.67 / 6.95" charge=-1 multiplicity=5 de_lowest_kcal_mol=8.5 e_tot_ha=-3548.1986 s_squared=6.267 max_force_ha_per_bohr=0.0169 lumo_ev="2.1 / 2.4"
Fe -0.371163 -0.368207 1.486441 -0.1 0.2 -0.3 1.39
C -2.088149 -2.655588 3.681709 -0.1 0.0 -0.1 -0.25
O -1.033884 -1.811317 4.149864 0.3 0.3 0.0 -0.51
C -0.395273 -0.987717 3.332457 0.4 0.3 0.4 0.64
O 0.505848 -0.281738 3.718444 -0.3 -0.4 0.1 -0.56
H -2.486152 -3.108314 4.587055 -0.1 0.0 -0.1 0.18
H -1.683770 -3.419997 3.025438 -0.1 -0.1 0.0 0.19
H -2.853155 -2.079819 3.163043 0.0 -0.1 0.0 0.21
C 1.163204 -2.906159 -5.612095 0.0 0.0 0.0 -0.62
C 1.142131 -1.939622 -4.459910 0.0 0.0 0.0 -0.03
C 1.555701 -0.622850 -4.619538 0.0 0.0 0.0 -0.25
C 1.549968 0.261250 -3.549830 -0.1 0.0 0.0 -0.13
C 1.114438 -0.170193 -2.309013 0.0 0.1 -0.1 -0.29
C 0.705394 -1.478324 -2.128698 0.0 -0.1 0.0 -0.17
C 0.717876 -2.353095 -3.201159 0.0 0.0 0.1 -0.21
S 1.129893 0.961543 -0.916897 -0.5 0.4 0.0 1.64
O -0.244928 0.667493 -0.266139 -0.1 0.1 -0.1 -1.10
O 1.068295 2.304136 -1.575874 -0.1 0.0 0.1 -1.05
N 3.494910 0.789626 -0.793547 0.8 -0.2 0.1 -0.55
C 3.864237 1.093773 0.572768 -0.1 0.1 0.1 -0.26
C 3.043500 0.349506 1.634111 0.0 0.0 0.1 -0.53
C 2.606502 -1.057140 1.234533 0.2 0.1 0.0 0.81
O 3.440521 -1.912411 0.997591 0.2 -0.1 0.0 -0.67
O 1.332244 -1.272809 1.199273 -0.4 -0.1 -0.1 -0.87
H 1.445238 -2.407778 -6.538848 0.0 0.0 0.0 0.20
H 0.185579 -3.367157 -5.760180 0.0 0.0 0.0 0.21
H 1.879029 -3.710369 -5.432638 0.0 0.0 0.0 0.21
H 1.883154 -0.282494 -5.595350 0.0 0.0 0.0 0.19
H 1.852005 1.290723 -3.672786 0.0 0.1 0.0 0.22
H 0.388847 -1.801973 -1.149690 0.0 0.0 0.1 0.23
H 0.392054 -3.376290 -3.056216 0.0 -0.1 0.0 0.20
H 3.731443 1.620437 -1.337640 -0.2 0.1 -0.1 0.31
H 3.779132 2.168645 0.801217 0.1 -0.1 0.0 0.16
H 4.929428 0.838078 0.676388 -0.1 -0.1 0.0 0.20
H 2.175421 0.947800 1.920254 0.0 0.0 -0.1 0.21
H 3.663250 0.235996 2.527131 0.0 0.0 0.0 0.22
C -0.940020 -3.519399 0.399726 0.0 -0.1 0.0 -0.67
C -2.111934 -2.601699 0.532446 0.0 0.0 0.1 0.12
C -3.435346 -2.888378 0.286649 0.2 0.0 0.0 -0.33
C -4.176330 -1.724143 0.597089 0.0 0.1 0.1 -0.33
C -3.274129 -0.776514 1.019907 0.0 0.0 0.0 0.09
C -3.542231 0.628245 1.432006 -0.1 0.1 0.1 -0.64
N -2.003981 -1.302592 0.986991 -0.3 -0.2 -0.2 -0.66
H -1.148055 -4.483233 0.873153 0.0 0.0 0.0 0.20
H -0.039584 -3.109815 0.853933 0.1 0.0 0.0 0.25
H -0.704824 -3.726393 -0.644963 0.0 0.0 -0.1 0.21
H -3.817543 -3.827736 -0.079812 0.0 -0.1 0.0 0.20
H -5.241608 -1.582743 0.510623 -0.1 0.0 0.0 0.20
H -4.619181 0.785246 1.504255 0.0 0.0 0.0 0.21
H -3.134277 1.348812 0.719998 0.0 0.0 0.0 0.22
H -3.106373 0.867764 2.402827 0.0 0.0 0.0 0.21
S -0.611128 2.221095 2.675257 0.1 -0.1 0.2 -0.27
C -0.383269 3.561120 1.701677 0.0 -0.2 -0.1 0.31
N 0.101753 4.748196 2.169430 -0.1 -0.2 0.0 -0.60
C 0.015985 5.783611 1.154561 0.1 0.1 -0.1 -0.22
C -0.146387 4.945235 -0.127164 0.1 0.2 -0.1 -0.22
N -0.616754 3.677451 0.393751 -0.2 -0.2 -0.3 -0.59
H 0.028101 4.929897 3.155859 0.0 0.0 0.0 0.41
H 0.923574 6.389793 1.136969 -0.1 0.0 0.0 0.20
H -0.843600 6.443615 1.318437 0.0 -0.1 0.0 0.18
H 0.794655 4.811612 -0.666216 0.0 -0.1 0.1 0.22
H -0.877570 5.375651 -0.811012 0.0 0.0 0.0 0.20
H -0.672687 2.867663 -0.228060 0.1 0.0 0.4 0.47


[2]
58
Properties=species:S:1:pos:R:3:forces:R:3:nbo_charge:R:1 method="wB97M-V/def2-TZVPD" homo_lumo_gap_ev="5.68 / 6.76" charge=+1 multiplicity=5 de_lowest_kcal_mol=12.9 e_tot_ha=-5082.8017 s_squared=6.362 max_force_ha_per_bohr=0.0167 lumo_ev="-4.7 / -3.6"
Mn 0.328421 -0.349038 -0.342055 0.2 -0.5 -0.7 1.28
C 0.949094 -1.113171 2.801805 0.0 0.0 0.0 -0.65
C 1.626104 -1.322629 1.466039 0.0 0.1 0.1 -0.09
C 1.406597 -2.524941 0.753112 0.0 0.1 0.0 -0.09
C 0.535883 -3.594780 1.366038 0.0 0.0 0.0 -0.65
C 2.095705 -2.759965 -0.450451 0.0 0.1 0.0 0.11
C 1.775285 -3.966890 -1.290092 0.0 0.0 0.0 -0.67
C 3.065751 -1.850033 -0.891876 0.0 0.0 0.0 0.02
C 3.906538 -2.158868 -2.097516 0.0 0.0 0.0 -0.66
C 3.237261 -0.628946 -0.231863 0.0 0.0 0.1 0.01
C 4.182155 0.397695 -0.795614 0.0 0.0 0.0 -0.66
C 2.535779 -0.361534 0.961019 -0.1 -0.1 0.0 -0.06
C 2.869351 0.887448 1.744156 0.0 0.0 0.0 -0.65
H 1.617892 -1.398908 3.617837 0.0 0.0 0.0 0.24
H 0.044082 -1.707124 2.886340 0.0 0.0 0.0 0.24
H 0.673211 -0.071220 2.957280 0.0 0.0 0.0 0.22
H -0.518704 -3.315138 1.399429 0.0 0.0 0.0 0.23
H 0.852257 -3.777463 2.393712 0.0 0.0 0.0 0.23
H 0.612820 -4.533807 0.829613 0.0 0.0 0.0 0.24
H 2.412326 -4.817215 -1.033317 0.0 0.0 0.0 0.24
H 1.915932 -3.749237 -2.345819 0.0 0.0 0.0 0.24
H 0.739377 -4.272462 -1.163966 0.0 0.0 0.0 0.23
H 4.885619 -1.690512 -2.021736 0.0 0.0 0.0 0.23
H 3.433331 -1.788249 -3.012173 0.0 0.0 0.0 0.25
H 4.061597 -3.228441 -2.209963 0.0 0.0 0.0 0.23
H 5.211569 0.193899 -0.488630 0.0 0.0 0.0 0.24
H 3.934407 1.400552 -0.458490 0.0 0.0 0.0 0.22
H 4.152653 0.398303 -1.884399 0.0 0.0 0.0 0.24
H 2.427369 0.886051 2.735151 0.0 0.0 0.0 0.23
H 2.542575 1.791660 1.230063 0.0 0.0 0.0 0.23
H 3.949544 0.961447 1.873384 0.0 0.0 0.0 0.24
Se 1.615580 0.115489 -4.959491 0.0 0.0 0.0 -0.07
C 1.095930 -0.303250 -3.345304 0.0 0.2 0.0 0.17
N 0.761626 -0.580678 -2.249646 -0.2 0.1 0.4 -0.84
C -0.938211 3.572842 -1.695729 0.0 0.0 0.1 -0.26
O -0.787737 2.121261 -1.732593 0.0 0.0 -0.2 -0.46
C -0.279132 1.533798 -0.711459 0.1 -0.2 0.2 0.63
O 0.056708 1.971785 0.371836 0.0 0.3 0.0 -0.61
H -1.937183 3.802394 -1.333145 0.0 0.0 0.0 0.19
H -0.821189 3.902564 -2.721120 0.0 0.0 0.0 0.23
H -0.175350 4.003105 -1.053438 0.0 0.0 0.0 0.21
C -3.035933 3.520022 1.974476 0.0 0.0 0.0 -0.67
C -3.510210 2.321213 1.228854 0.1 0.0 0.0 0.31
C -4.723895 2.189925 0.622467 -0.2 0.0 -0.1 -0.32
C -5.023026 0.977166 -0.028694 0.1 0.0 0.1 0.36
N -4.145308 -0.018807 -0.082917 -0.1 -0.1 0.0 -0.46
C -2.962676 0.114209 0.495897 0.0 0.3 -0.1 0.32
S -1.817832 -1.157028 0.452635 0.1 -0.1 0.0 -0.23
N -2.658500 1.268552 1.154245 -0.2 -0.1 0.0 -0.52
C -6.327057 0.766111 -0.713383 -0.1 0.0 0.0 -0.67
H -3.777632 4.312858 1.948389 0.0 0.0 0.0 0.25
H -2.103703 3.891633 1.543632 0.0 0.0 0.0 0.25
H -2.840710 3.259967 3.016502 0.0 0.0 0.0 0.25
H -5.444802 2.993452 0.655108 0.0 0.0 0.0 0.25
H -1.741183 1.331848 1.582368 -0.1 0.0 0.0 0.45
H -7.140925 1.267651 -0.192082 0.0 0.0 0.0 0.24
H -6.530991 -0.297347 -0.802034 0.0 0.0 0.0 0.26
H -6.268437 1.182781 -1.722396 0.0 0.0 0.0 0.26


[3]
53
Properties=species:S:1:pos:R:3:forces:R:3:nbo_charge:R:1 method="wB97M-V/def2-TZVPD" homo_lumo_gap_ev=7.95 charge=+1 de_lowest_kcal_mol=4.5 smiles=O[C@H](CN(c1ccccc1)c1ccccc1)C[NH+]1CCCCCC1 e_tot_ha=-1002.1435 max_force_ha_per_bohr=0.0172 lumo_ev=-2.2
O 0.471729 0.980416 0.174841 0.1 0.1 0.1 -0.76
C 0.081417 -0.315479 0.594753 -0.1 -0.4 0.2 0.06
C -1.160795 -0.274479 1.515132 0.5 -0.1 -0.3 -0.22
N -2.353312 0.039077 0.780287 0.1 0.0 0.3 -0.50
C -2.517728 1.365262 0.330265 -0.1 0.4 -0.1 0.20
C -2.791152 1.622849 -1.015366 0.1 -0.1 0.1 -0.28
C -2.943539 2.922024 -1.461317 0.0 0.1 0.0 -0.19
C -2.813760 3.984465 -0.581434 0.0 0.1 0.0 -0.22
C -2.541976 3.737134 0.753937 0.0 0.1 -0.1 -0.18
C -2.395804 2.440464 1.211786 -0.1 -0.2 0.0 -0.29
C -3.176808 -0.978280 0.283935 -0.2 -0.3 0.0 0.24
C -4.510990 -0.685811 -0.007545 0.0 0.0 0.0 -0.26
C -5.361332 -1.668441 -0.470202 0.0 0.0 0.0 -0.18
C -4.908395 -2.967429 -0.640045 0.0 -0.1 0.0 -0.24
C -3.593935 -3.269202 -0.338239 -0.1 -0.1 0.0 -0.17
C -2.729665 -2.287122 0.115431 0.1 0.2 0.1 -0.31
C 1.301094 -0.888212 1.334763 -0.8 0.2 0.1 -0.22
N 2.523880 -0.534859 0.577869 -0.1 0.5 0.0 -0.40
C 3.707845 -0.399797 1.458252 0.8 0.0 0.4 -0.21
C 4.999645 -0.090776 0.698734 -0.2 0.1 0.0 -0.43
C 4.822572 0.831274 -0.511756 0.3 -0.2 -0.1 -0.42
C 4.488806 0.064607 -1.792714 -0.2 0.2 0.0 -0.40
C 3.087894 -0.543203 -1.829488 0.3 -0.1 0.0 -0.42
C 2.753409 -1.398127 -0.611910 -0.1 -0.3 -0.8 -0.22
H -0.321444 1.499384 -0.027763 0.1 0.1 -0.1 0.52
H -0.156636 -0.920996 -0.293228 0.0 0.0 0.2 0.18
H -1.285607 -1.237604 2.012750 0.0 0.0 0.0 0.23
H -0.984972 0.486306 2.281592 0.0 -0.1 0.0 0.22
H -2.897877 0.795072 -1.701138 0.0 -0.1 -0.1 0.23
H -3.161853 3.104260 -2.502252 0.0 0.0 -0.1 0.23
H -2.934534 4.997092 -0.931587 0.0 0.1 0.0 0.23
H -2.457573 4.557640 1.449810 0.0 0.1 0.1 0.22
H -2.217793 2.263026 2.261874 0.0 0.0 0.1 0.22
H -4.875892 0.319049 0.140741 -0.1 0.1 0.0 0.22
H -6.388568 -1.420583 -0.688754 -0.1 0.0 0.0 0.22
H -5.575083 -3.735479 -0.998151 -0.1 -0.1 0.0 0.22
H -3.227875 -4.277742 -0.460415 0.0 -0.1 0.0 0.22
H -1.707357 -2.559987 0.335245 0.1 0.0 0.0 0.19
H 1.356921 -0.416601 2.318414 0.1 0.0 -0.1 0.23
H 1.231123 -1.968265 1.462924 0.1 0.0 -0.1 0.23
H 2.299165 0.406222 0.205177 0.1 -0.2 0.1 0.49
H 3.494665 0.410197 2.159021 -0.1 -0.1 -0.1 0.23
H 3.821397 -1.325996 2.026499 -0.2 0.0 0.0 0.23
H 5.479682 -1.012041 0.367324 0.0 0.0 0.1 0.21
H 5.678760 0.373993 1.413765 0.0 -0.1 0.1 0.25
H 5.767019 1.349050 -0.679703 -0.1 0.1 0.1 0.24
H 4.073835 1.601154 -0.311902 0.0 0.2 0.0 0.20
H 4.584428 0.740161 -2.642891 0.0 0.0 -0.1 0.23
H 5.228929 -0.726195 -1.926831 0.1 0.0 0.0 0.21
H 3.004126 -1.164888 -2.721431 -0.1 0.0 0.0 0.24
H 2.339013 0.248545 -1.917330 -0.1 0.0 0.0 0.22
H 1.842989 -1.964619 -0.810354 0.0 0.1 0.2 0.23
H 3.551904 -2.106494 -0.391368 -0.1 0.0 0.1 0.23


[4]
56
Properties=species:S:1:pos:R:3:forces:R:3:nbo_charge:R:1 method="wB97M-V/def2-TZVPD" homo_lumo_gap_ev=8.94 charge=0 de_lowest_kcal_mol=77.4 smiles="CC(C)(CN1CCN(Cc2ccccc2)CC1)NS(=O)(=O)c1ccccc1" e_tot_ha=-1530.5259 max_force_ha_per_bohr=0.0182 lumo_ev=0.7
C 4.186468 0.994893 0.988130 -0.1 -0.1 0.0 -0.63
C 2.942229 0.117908 0.931836 0.7 -0.2 0.0 0.12
C 2.722140 -0.582488 2.275988 0.0 0.2 -0.3 -0.61
C 3.076621 -0.922491 -0.211810 -0.1 0.2 0.1 -0.24
N 1.794339 -1.548950 -0.462547 0.3 0.0 -0.1 -0.47
C 1.180831 -1.289332 -1.746972 -0.1 0.0 -0.1 -0.24
C -0.338871 -1.433650 -1.567572 0.0 0.1 0.0 -0.23
N -0.602113 -2.254421 -0.401295 -0.3 -0.3 0.0 -0.44
C -2.013687 -2.508277 -0.222405 0.1 -0.1 0.0 -0.22
C -2.717148 -1.257087 0.237063 -0.1 0.0 -0.1 -0.04
C -2.110141 -0.440049 1.183809 0.0 0.0 0.0 -0.17
C -2.754173 0.688472 1.652870 0.0 0.0 0.1 -0.21
C -4.014808 1.015302 1.180540 -0.1 0.0 0.0 -0.22
C -4.619715 0.215073 0.228124 -0.1 0.1 0.1 -0.21
C -3.972405 -0.914770 -0.242927 0.1 -0.1 0.0 -0.21
C 0.251443 -3.421183 -0.398392 0.0 0.0 0.0 -0.22
C 1.698006 -2.955063 -0.140852 0.0 -0.1 0.1 -0.21
N 1.752421 0.940292 0.694081 -0.3 0.8 -0.3 -0.88
S 1.819555 2.189678 -0.417703 -0.4 -0.1 0.2 2.31
O 2.507968 3.297613 0.174156 0.0 0.1 0.2 -0.94
O 2.283964 1.745045 -1.710201 -0.2 0.0 0.0 -0.96
C 0.077336 2.588827 -0.525901 0.5 -0.3 0.0 -0.35
C -0.502424 3.286026 0.515837 0.0 0.1 0.2 -0.12
C -1.842845 3.623655 0.439565 0.1 0.1 0.0 -0.23
C -2.586761 3.251755 -0.669749 0.0 0.0 -0.1 -0.18
C -1.995607 2.551301 -1.708096 0.0 0.0 0.0 -0.20
C -0.651113 2.222770 -1.640017 0.1 -0.1 -0.2 -0.19
H 4.059992 1.773901 1.734510 0.1 0.1 0.1 0.23
H 4.352863 1.476039 0.028141 0.2 0.0 -0.1 0.23
H 5.054519 0.389775 1.240269 0.1 -0.1 0.0 0.21
H 2.620477 0.160063 3.062531 0.0 0.1 0.1 0.22
H 1.813026 -1.175335 2.238959 -0.2 -0.1 0.0 0.21
H 3.564456 -1.229431 2.507195 0.1 -0.1 0.0 0.21
H 3.833966 -1.665285 0.061136 0.0 0.0 0.0 0.19
H 3.421728 -0.398480 -1.107100 0.0 -0.1 0.0 0.22
H 1.435467 -0.282384 -2.076587 0.0 -0.1 0.0 0.24
H 1.542461 -1.999375 -2.512478 0.0 0.1 0.0 0.16
H -0.786688 -1.871499 -2.480210 0.0 0.0 0.1 0.17
H -0.808438 -0.460191 -1.397078 0.0 0.0 -0.1 0.21
H -2.493039 -2.894990 -1.141390 0.0 0.0 0.1 0.17
H -2.125495 -3.271614 0.555693 0.0 0.0 -0.1 0.21
H -1.127551 -0.703229 1.544409 0.1 0.0 0.0 0.22
H -2.274882 1.311949 2.392798 0.1 0.1 0.1 0.21
H -4.524633 1.890241 1.555694 0.0 0.1 0.0 0.21
H -5.600475 0.467375 -0.148337 -0.1 0.0 0.0 0.21
H -4.451402 -1.539417 -0.984094 0.0 -0.1 -0.1 0.21
H 0.190490 -3.974523 -1.352919 0.0 0.0 0.1 0.16
H -0.068144 -4.097020 0.397137 0.0 0.0 -0.1 0.21
H 1.954440 -3.085877 0.912034 0.0 -0.1 0.0 0.20
H 2.396773 -3.567543 -0.741556 0.0 0.1 0.1 0.17
H 1.002782 0.307865 0.427380 -0.3 -0.1 -0.1 0.42
H 0.113065 3.565246 1.355603 0.0 0.1 0.2 0.23
H -2.307589 4.178534 1.240456 0.0 0.0 0.1 0.22
H -3.631544 3.516676 -0.730153 -0.1 0.0 0.0 0.22
H -2.577825 2.268991 -2.572069 0.0 0.0 -0.1 0.22
H -0.150318 1.708703 -2.445528 0.0 -0.1 -0.1 0.24